<a>
Here is 2 unconnected molecules or ions with the total composition C5H10NO3 from the Open Molecules 2025 dataset. Energies are from ωB97M-V with the def2-TZVPD basis set.

Output
LUMO energy in eV: 3.92
HOMO-LUMO gap in eV: 8.39
Highest occupied orbital energy in eV: -4.5

```
! wB97M-V def2-TZVPD RIJCOSX def2/J DEFGRID3
* xyz -1 1
O 1.612 -1.314 -0.618
C 1.630 -0.060 -0.481
O 2.588 0.662 -0.167
C 0.314 0.710 -0.896
C 0.000 1.722 0.193
C -0.215 1.154 1.614
C -1.228 -1.049 1.220
N -1.057 -0.006 1.903
H -0.489 -0.017 -1.044
H 0.470 1.078 -1.917
H 0.750 2.509 0.256
H -1.030 2.072 -0.004
H 0.744 0.883 2.061
H -0.742 1.934 2.168
H -1.930 -1.783 1.634
H -1.072 -1.228 0.143
H 0.246 -2.747 -1.452
H -0.098 -1.883 -2.533
O -0.492 -2.638 -2.079
*
```

Here are the Löwdin charges for atoms 1 to 2, given in e: -0.096 -0.733

---

<b>
Here is 2 unconnected molecules or ions with the total composition C5H10NO3 from the Open Molecules 2025 dataset. Energies are from ωB97M-V with the def2-TZVPD basis set.

Output
LUMO energy in eV: 3.74
HOMO-LUMO gap in eV: 7.75
Highest occupied orbital energy in eV: -4.0

```
! wB97M-V def2-TZVPD RIJCOSX def2/J DEFGRID3
* xyz -1 1
C 1.343 -1.176 1.542
C 2.307 -0.303 0.723
O 3.457 -0.611 0.339
N 1.802 1.023 0.708
H 0.803 -0.592 2.304
H 2.061 -2.102 1.879
H 2.066 1.913 0.094
H 0.945 1.203 1.347
H 0.338 -1.451 1.008
C -1.675 -0.440 -1.224
C -1.081 0.805 -2.003
C -1.853 0.037 0.292
O -2.273 -0.725 1.167
O -1.219 1.090 0.668
H -2.767 -0.799 -1.405
H -0.954 -1.260 -1.091
H -1.535 0.883 -3.005
H -0.065 0.885 -1.842
H -1.699 1.622 -1.498
*
```

Here are the Löwdin charges for atoms 1 to 2, given in e: -0.041 -0.566

---

Stability summary - winner: <a>; margin: 0.0137 hartree.

---

<a>
Here is 2 unconnected molecules or ions with the total composition C3H10NO from the Open Molecules 2025 dataset. Energies are from ωB97M-V with the def2-TZVPD basis set.

Output
LUMO energy (alpha / beta) in eV: 0.79 / 0.52
HOMO-LUMO gap (alpha / beta) in eV: 4.09 / 10.64
Highest occupied orbital energy (alpha / beta) in eV: -3.3 / -10.1

```
! wB97M-V def2-TZVPD RIJCOSX def2/J DEFGRID3
* xyz 0 2
C 0.596 0.937 2.498
N 0.893 0.604 1.070
H 0.686 -0.004 3.057
H -0.383 1.352 2.703
H 1.374 1.622 2.842
H 1.785 0.029 0.998
H -0.004 0.284 0.629
H 1.192 1.455 0.561
C 0.185 -1.567 -1.559
C -0.737 -0.629 -1.810
O -1.146 0.283 -0.845
H 0.670 -1.703 -0.600
H 0.433 -2.331 -2.283
H -0.885 -0.362 -2.854
H -2.044 0.080 -0.558
*
```

Here are the Löwdin charges for atoms 1 to 2, given in e: -0.208 -0.023

---

<b>
Here is 3 unconnected molecules or ions with the total composition C3H10NO from the Open Molecules 2025 dataset. Energies are from ωB97M-V with the def2-TZVPD basis set.

Output
LUMO energy (alpha / beta) in eV: 1.40 / 0.55
HOMO-LUMO gap (alpha / beta) in eV: 6.41 / 9.07
Highest occupied orbital energy (alpha / beta) in eV: -5.0 / -8.5

```
! wB97M-V def2-TZVPD RIJCOSX def2/J DEFGRID3
* xyz 0 2
C 0.094 0.490 -1.745
C -0.753 -0.233 -0.767
C -2.006 0.125 -0.413
N 0.003 -1.109 0.079
H 0.354 1.497 -1.384
H 0.960 -0.124 -1.987
H -0.414 0.742 -2.693
H -2.485 -0.158 0.515
H -2.507 0.703 -1.172
H 0.400 -1.862 -0.485
H -0.482 -1.589 0.826
H 0.976 -0.034 1.038
H 2.757 0.240 2.770
H 1.250 0.903 2.988
O 1.852 0.407 2.428
*
```

Here are the Löwdin charges for atoms 1 to 2, given in e: -0.085 -0.499

---

Stability summary - winner: <a>; margin: 0.0020 hartree.

---

<a>
Here is a single H4O2P2 molecule from the Open Molecules 2025 dataset. Energies are from ωB97M-V with the def2-TZVPD basis set.

Output
LUMO energy in eV: 0.21
SMILES string: OP(O)#[PH2]
HOMO-LUMO gap in eV: 10.02
Highest occupied orbital energy in eV: -9.8

```
! wB97M-V def2-TZVPD RIJCOSX def2/J DEFGRID3
* xyz 0 1
O 0.232 1.907 0.253
O 0.540 -0.252 1.878
P -1.210 -0.517 -0.356
P 0.827 -0.096 0.296
H 1.130 2.205 0.388
H -0.382 -0.255 1.971
H -0.874 -1.719 -1.186
H -1.092 -0.043 -1.594
*
```

Here are the Löwdin charges for atoms 1 to 2, given in e: -0.422 -0.394

---

<b>
Here is a molecular structure, H4O2P2 from the Open Molecules 2025 dataset. Energies are from ωB97M-V with the def2-TZVPD basis set.

Output
LUMO energy in eV: -0.30
HOMO-LUMO gap in eV: 7.46
Highest occupied orbital energy in eV: -7.8

```
! wB97M-V def2-TZVPD RIJCOSX def2/J DEFGRID3
* xyz 0 1
O 2.556 0.235 -0.175
O -2.135 -0.615 0.370
P 0.987 -0.314 0.009
P -1.536 0.664 -0.413
H 3.070 -0.135 -1.002
H -1.574 -1.353 0.114
H -1.676 1.796 0.506
H 0.788 0.344 1.359
*
```

Here are the Löwdin charges for atoms 1 to 2, given in e: -0.539 -0.497

---

Stability summary - winner: <a>; margin: 0.0263 hartree.

---

<a>
Here is a single C8H17N molecule from the Open Molecules 2025 dataset. Energies are from ωB97M-V with the def2-TZVPD basis set.

Output
LUMO energy in eV: 1.01
SMILES string: C=C(CC)[C@H](C)N(C)C
HOMO-LUMO gap in eV: 8.60
Highest occupied orbital energy in eV: -7.6

```
! wB97M-V def2-TZVPD RIJCOSX def2/J DEFGRID3
* xyz 0 1
C 0.416 0.311 -0.089
C -1.636 1.124 -1.207
C 1.364 -2.164 0.754
C 0.840 -0.527 2.418
C 1.411 0.527 -1.215
C -1.426 2.552 -0.748
N 1.177 -0.763 1.031
C -0.852 -0.290 -0.411
C -1.473 -1.445 -0.567
H 0.324 1.190 0.548
H -1.420 1.021 -2.273
H -2.686 0.853 -1.062
H 1.576 -2.341 -0.305
H -0.144 -0.939 2.691
H 2.218 -2.566 1.319
H 0.504 -2.786 1.052
H 1.586 -0.969 3.096
H 0.843 0.545 2.647
H 2.427 0.520 -0.809
H 1.341 -0.249 -1.979
H 1.255 1.501 -1.688
H -2.430 -1.511 -1.076
H -1.067 -2.384 -0.215
H -1.521 2.645 0.338
H -0.447 2.934 -1.049
H -2.177 3.213 -1.198
*
```

Here are the Löwdin charges for atoms 1 to 2, given in e: -0.267 -0.166

---

<b>
Here is a single C8H17N molecule from the Open Molecules 2025 dataset. Energies are from ωB97M-V with the def2-TZVPD basis set.

Output
LUMO energy (alpha / beta) in eV: 0.66 / 0.66
HOMO-LUMO gap (alpha / beta) in eV: 6.37 / 6.37
Highest occupied orbital energy (alpha / beta) in eV: -5.7 / -5.7

```
! wB97M-V def2-TZVPD RIJCOSX def2/J DEFGRID3
* xyz 0 1
C 0.985 -0.813 -0.139
C 1.274 -1.223 1.298
C 2.233 -0.397 -0.896
C 0.136 -1.744 -0.901
C 0.636 1.782 0.266
N 0.094 0.641 0.116
H 1.959 -2.073 1.297
H 1.738 -0.407 1.856
H 2.842 -1.283 -1.081
H -0.480 -2.405 -0.297
H 0.363 -1.522 1.815
H 2.847 0.306 -0.331
H 1.972 0.044 -1.858
H 0.678 -2.308 -1.656
H -0.686 -0.987 -1.443
H 1.608 2.011 -0.158
H 0.105 2.592 0.751
C -2.145 1.514 1.058
C -1.474 0.441 0.214
C -1.796 0.272 -1.198
H -1.554 -0.511 0.745
H -1.707 1.601 2.055
H -2.116 2.487 0.566
H -3.193 1.230 1.173
H -2.585 -0.425 -1.458
H -1.732 1.177 -1.795
*
```

Here are the Löwdin charges for atoms 1 to 2, given in e: -0.482 -0.047

---

Stability summary - winner: <a>; margin: 0.0515 hartree.

---

<a>
Here is a molecular structure, C41H35FNO3P2S2Sn from the Open Molecules 2025 dataset. Energies are from ωB97M-V with the def2-TZVPD basis set.

Output
LUMO energy in eV: -2.93
HOMO-LUMO gap in eV: 6.93
Highest occupied orbital energy in eV: -9.9

```
! wB97M-V def2-TZVPD RIJCOSX def2/J DEFGRID3
* xyz 1 1
Sn -0.231 0.856 -1.436
C -1.004 -2.636 2.164
C -0.040 -2.677 0.965
P 1.473 -1.810 1.459
C 2.448 -1.146 0.117
C 3.353 -0.113 0.362
C 4.100 0.398 -0.685
C 3.945 -0.123 -1.967
C 3.057 -1.164 -2.202
C 2.299 -1.680 -1.158
C 2.533 -3.033 2.271
C 3.256 -2.814 3.443
C 4.096 -3.806 3.933
C 4.223 -5.012 3.262
C 3.526 -5.227 2.080
C 2.688 -4.245 1.582
C -1.185 -1.212 2.720
P 0.426 -0.372 2.809
C 0.305 1.433 2.850
C -0.557 1.936 3.821
C -0.748 3.308 3.915
C -0.055 4.167 3.072
C 0.822 3.659 2.122
C 0.997 2.288 1.997
C 1.066 -0.719 4.471
C 2.092 0.091 4.966
C 2.638 -0.164 6.215
C 2.149 -1.216 6.985
C 1.121 -2.013 6.504
C 0.584 -1.771 5.246
H -0.631 -3.301 2.945
H -1.972 -3.024 1.850
H -0.452 -2.174 0.099
H 0.201 -3.706 0.706
H 3.485 0.277 1.368
H 4.805 1.201 -0.506
H 4.519 0.290 -2.789
H 2.941 -1.570 -3.199
H 1.594 -2.484 -1.354
H 3.192 -1.874 3.969
H 4.654 -3.628 4.844
H 4.877 -5.784 3.653
H 3.639 -6.160 1.542
H 2.170 -4.419 0.645
H -1.646 -1.225 3.708
H -1.785 -0.598 2.057
H -1.081 1.273 4.501
H -1.436 3.704 4.653
H -0.207 5.237 3.150
H 1.360 4.331 1.461
H 1.635 1.884 1.221
H 2.461 0.927 4.380
H 3.436 0.463 6.594
H 2.566 -1.407 7.968
H 0.733 -2.825 7.108
H -0.203 -2.418 4.872
S -0.974 -1.487 -2.332
C -1.329 -0.467 -3.688
N -0.834 0.746 -3.744
C -1.264 1.444 -4.877
C -0.923 2.753 -5.219
C -1.435 3.284 -6.389
C -2.274 2.529 -7.215
C -2.617 1.231 -6.884
C -2.107 0.698 -5.705
S -2.354 -0.883 -5.014
H -0.276 3.328 -4.568
H -1.186 4.302 -6.669
H -2.665 2.966 -8.126
H -3.274 0.648 -7.521
O -5.910 2.214 -2.453
C -4.950 3.146 -2.455
C -5.266 4.411 -2.957
C -4.304 5.398 -3.005
C -3.004 5.156 -2.551
C -2.697 3.911 -2.038
C -3.652 2.892 -1.978
C -3.324 1.548 -1.432
O -4.142 0.629 -1.467
O -2.122 1.397 -0.925
H -5.494 1.392 -2.103
H -6.275 4.584 -3.312
H -4.563 6.375 -3.402
H -2.252 5.934 -2.596
H -1.703 3.707 -1.666
F 0.098 -0.036 0.888
*
```

Here are the Löwdin charges for atoms 1 to 2, given in e: 1.145 -0.223

---

<b>
Here is a molecular structure, C41H35FNO3P2S2Sn from the Open Molecules 2025 dataset. Energies are from ωB97M-V with the def2-TZVPD basis set.

Output
LUMO energy (alpha / beta) in eV: -4.03 / -5.24
HOMO-LUMO gap (alpha / beta) in eV: 6.68 / 4.53
Highest occupied orbital energy (alpha / beta) in eV: -10.7 / -9.8

```
! wB97M-V def2-TZVPD RIJCOSX def2/J DEFGRID3
* xyz 1 1
Sn 1.451 -0.566 -1.319
C -3.671 0.406 0.654
C -2.650 1.546 0.597
P -1.475 1.433 1.988
C -1.932 2.702 3.190
C -0.972 3.506 3.803
C -1.355 4.429 4.764
C -2.689 4.550 5.124
C -3.648 3.744 4.522
C -3.272 2.817 3.567
C 0.169 1.858 1.384
C 0.344 2.690 0.280
C 1.624 3.021 -0.142
C 2.729 2.536 0.545
C 2.559 1.716 1.653
C 1.282 1.371 2.068
C -2.999 -0.969 0.582
P -1.549 -1.159 1.682
C -0.569 -2.522 0.997
C -1.140 -3.485 0.166
C -0.365 -4.523 -0.326
C 0.976 -4.614 0.016
C 1.551 -3.660 0.842
C 0.785 -2.607 1.320
C -2.102 -1.710 3.308
C -3.217 -1.124 3.909
C -3.600 -1.496 5.187
C -2.867 -2.447 5.883
C -1.754 -3.029 5.295
C -1.370 -2.665 4.014
H -4.355 0.499 -0.191
H -4.290 0.492 1.549
H -3.134 2.523 0.603
H -2.063 1.448 -0.318
H 0.070 3.425 3.521
H -0.609 5.058 5.228
H -2.984 5.271 5.873
H -4.689 3.838 4.801
H -4.027 2.190 3.108
H -0.512 3.084 -0.255
H 1.754 3.659 -1.007
H 3.726 2.797 0.217
H 3.421 1.339 2.187
H 1.148 0.728 2.931
H -2.595 -1.109 -0.425
H -3.716 -1.769 0.782
H -2.187 -3.434 -0.100
H -0.810 -5.260 -0.980
H 1.578 -5.424 -0.374
H 2.602 -3.717 1.093
H 1.251 -1.833 1.918
H -3.799 -0.380 3.382
H -4.471 -1.042 5.640
H -3.165 -2.735 6.882
H -1.185 -3.776 5.832
H -0.510 -3.138 3.559
S 4.910 -0.380 -0.394
C 4.710 -0.226 -2.040
N 3.553 -0.379 -2.696
C 3.707 -0.267 -4.033
C 2.683 -0.452 -4.988
C 2.999 -0.307 -6.308
C 4.315 0.016 -6.717
C 5.335 0.178 -5.811
C 5.030 0.028 -4.457
S 6.064 0.122 -3.097
H 1.692 -0.721 -4.654
H 2.237 -0.448 -7.062
H 4.523 0.125 -7.773
H 6.340 0.406 -6.134
O 0.754 3.401 -3.857
C -0.577 3.263 -3.723
C -1.383 4.297 -4.202
C -2.755 4.214 -4.095
C -3.365 3.103 -3.509
C -2.573 2.089 -3.021
C -1.177 2.152 -3.108
C -0.372 1.069 -2.520
O 0.889 1.012 -2.796
O -0.873 0.212 -1.759
H 1.171 2.575 -3.527
H -0.903 5.149 -4.663
H -3.364 5.021 -4.481
H -4.442 3.038 -3.450
H -3.012 1.206 -2.573
F 1.104 -1.988 -2.636
*
```

Here are the Löwdin charges for atoms 1 to 2, given in e: 1.313 -0.273

---

Stability summary - winner: <a>; margin: 0.0288 hartree.

---

<a>
Here is a single C7H16NO5P molecule from the Open Molecules 2025 dataset. Energies are from ωB97M-V with the def2-TZVPD basis set.

Output
LUMO energy in eV: 0.75
SMILES string: CO[C@]1(C)[C@H](C)[N@+]1([O-])P(=O)(OC)OC
HOMO-LUMO gap in eV: 8.89
Highest occupied orbital energy in eV: -8.1

```
! wB97M-V def2-TZVPD RIJCOSX def2/J DEFGRID3
* xyz 0 1
C 0.775 2.328 0.877
C 1.994 -0.879 -1.179
C 2.468 -0.989 1.730
C -1.570 -2.540 -0.482
C -3.104 1.519 -0.716
C 1.027 1.396 -0.329
C 1.318 -0.112 -0.176
N -0.087 0.475 -0.599
O -0.528 0.427 -1.819
O -1.294 0.493 1.929
O 1.129 -0.553 1.166
O -1.127 -1.737 0.644
O -2.544 0.188 -0.204
P -1.308 -0.140 0.641
H -0.031 3.036 0.601
H 1.524 3.015 1.211
H 0.471 1.622 1.635
H 1.392 -0.703 -2.126
H 2.975 -0.490 -1.254
H 2.058 -1.989 -1.038
H 2.668 -2.049 1.572
H 2.106 -0.967 2.865
H 3.299 -0.373 1.352
H -0.752 -2.876 -1.201
H -2.312 -1.937 -1.150
H -2.172 -3.421 -0.210
H -3.390 2.179 0.028
H -4.077 1.271 -1.160
H -2.286 1.954 -1.344
H 1.378 1.851 -1.268
*
```

Here are the Löwdin charges for atoms 1 to 2, given in e: -0.018 -0.012

---

<b>
Here is 2 unconnected molecules or ions with the total composition C7H16NO5P from the Open Molecules 2025 dataset. Energies are from ωB97M-V with the def2-TZVPD basis set.

Output
LUMO energy in eV: -1.53
HOMO-LUMO gap in eV: 7.72
Highest occupied orbital energy in eV: -9.2

```
! wB97M-V def2-TZVPD RIJCOSX def2/J DEFGRID3
* xyz 0 1
C -0.890 -0.222 1.290
C -1.730 -1.442 1.605
C 2.649 -1.042 0.305
C -1.230 2.321 -1.418
C 0.489 2.159 0.305
C -1.386 0.637 0.247
C 1.344 -1.874 0.392
N -0.761 1.654 -0.264
O 1.197 -2.144 -2.539
O -0.067 0.158 2.170
O -1.150 -1.358 -2.155
O 0.314 -1.291 -0.233
O 0.533 0.371 -1.995
P 0.361 -1.095 -1.867
H -2.725 -1.067 1.624
H -1.873 -2.076 0.808
H -1.302 -1.943 2.439
H 3.421 -1.678 0.666
H 2.801 -0.902 -0.751
H 2.648 -0.119 0.836
H -1.341 3.362 -1.210
H -0.416 1.985 -2.289
H -2.174 1.885 -1.834
H 1.306 1.347 0.530
H 0.946 2.742 -0.411
H 0.384 2.806 1.181
H -2.388 0.285 -0.040
H -1.201 -2.286 -2.509
H 1.024 -1.839 1.537
H 1.498 -2.951 0.113
*
```

Here are the Löwdin charges for atoms 1 to 2, given in e: -0.414 0.017

---

Stability summary - winner: <b>; margin: 0.1299 hartree.